Record 1
This record from the OMol25 dataset describes a structure of composition C22H36F2FeO22. The level of theory is ωB97M-V with the def2-TZVPD basis set.

The geometry in ORCA input format:
```
! wB97M-V def2-TZVPD RIJCOSX def2/J DEFGRID3
* xyz 1 6
Fe -0.746 -3.240 2.578
C -4.196 -1.421 3.713
C -2.915 -2.162 3.418
O -1.772 -1.820 3.664
O -2.809 -3.268 2.816
H -5.011 -2.036 3.331
H -4.134 -0.377 3.404
H -4.298 -1.471 4.797
C -0.686 -0.473 -0.547
C -0.567 -1.715 0.435
O -1.301 -2.650 0.500
O 0.184 -1.710 1.402
H -1.633 0.067 -0.538
H -0.504 -0.856 -1.552
H 0.111 0.256 -0.400
C 0.717 1.085 -3.541
C 0.759 1.848 -4.821
O 0.712 3.257 -4.466
C 0.482 3.357 -3.159
O 0.574 4.405 -2.519
O 0.385 2.072 -2.603
F -0.333 1.557 -5.604
H 1.700 0.691 -3.285
H -0.018 0.286 -3.437
H 1.735 1.672 -5.272
C -1.943 2.190 2.206
C -1.165 2.818 1.121
O -1.384 4.165 1.321
C -2.610 4.259 1.865
O -3.279 5.278 1.742
O -3.009 3.053 2.289
F -1.621 2.499 -0.065
H -1.307 2.441 3.054
H -2.156 1.131 2.055
H -0.100 2.591 1.056
C -4.285 -3.016 -1.331
O -4.183 -1.674 -1.642
C -3.458 -1.196 -2.722
O -2.787 -1.821 -3.577
O -3.617 0.152 -2.659
C -2.709 0.918 -3.353
H -4.914 -3.483 -2.090
H -4.596 -3.026 -0.287
H -3.291 -3.462 -1.364
H -1.797 1.048 -2.770
H -3.139 1.888 -3.601
H -2.394 0.453 -4.288
C 0.708 -1.229 6.531
O 2.013 -1.256 5.875
C 2.078 -1.726 4.698
O 1.102 -2.182 4.054
O 3.377 -1.709 4.293
C 3.575 -2.141 2.973
H 0.711 -0.458 7.301
H 0.395 -2.123 7.071
H -0.073 -0.845 5.875
H 3.331 -1.261 2.379
H 3.060 -3.063 2.703
H 4.627 -2.350 2.778
C 2.672 2.057 0.259
O 3.174 1.678 1.545
C 2.700 2.261 2.674
O 1.877 3.173 2.720
O 3.242 1.610 3.671
C 3.124 2.227 5.018
H 3.097 1.490 -0.570
H 2.910 3.076 -0.045
H 1.585 2.058 0.337
H 3.745 1.613 5.671
H 2.090 2.161 5.357
H 3.541 3.229 5.119
C 0.438 -2.829 -3.996
O 0.923 -2.190 -5.141
C 2.026 -1.542 -5.206
O 2.667 -1.148 -4.234
O 2.375 -1.462 -6.516
C 3.600 -0.853 -6.795
H -0.515 -3.323 -4.191
H 0.193 -1.975 -3.365
H 1.177 -3.439 -3.477
H 4.071 -1.510 -7.526
H 4.285 -0.736 -5.955
H 3.406 0.156 -7.158
*
```

As for the energy above the lowest of the compared OMol25 structures with the same formula, charge and spin: 67.6 kcal/mol. The calculation puts the calculated total energy at -3978.2721 Ha. For the LUMO energy (spin up / spin down), the calculation gives -0.187 / -0.248 Ha. The max |F| comes out at 0.1425 hartree/bohr.

***

Record 2
This record from the OMol25 dataset describes a structure of composition C21H48AlBr4Cl4FN2O12PRbS2Si2. The level of theory is ωB97M-V with the def2-TZVPD basis set.

The geometry in ORCA input format:
```
! wB97M-V def2-TZVPD RIJCOSX def2/J DEFGRID3
* xyz -2 1
C -3.600 -3.637 -1.624
C -2.930 -4.012 -2.920
O -3.260 -3.554 -3.963
O -1.964 -4.972 -2.781
C -0.741 -4.742 -3.504
C -0.133 -3.357 -3.400
C 0.205 -2.998 -1.923
Si 1.902 -3.610 -1.574
O 2.226 -5.061 -2.382
Si 3.756 -5.572 -2.209
C 3.762 -7.471 -2.180
S 4.030 -8.044 -0.409
O 2.741 -8.257 0.140
O 4.862 -7.090 0.309
P 2.266 -3.928 0.666
O 0.783 -3.682 1.276
Cl 3.464 -2.360 1.279
H -2.910 -3.850 -0.813
H -4.456 -4.286 -1.461
H -3.883 -2.596 -1.643
H -0.811 -5.015 -4.556
H -0.037 -5.440 -3.056
H -0.676 -2.516 -3.878
H 0.806 -3.397 -3.960
H -0.533 -3.331 -1.201
H 0.255 -1.909 -1.863
H 2.949 -2.654 -2.007
H 4.330 -4.957 -0.998
H 4.507 -5.132 -3.406
H 4.548 -7.864 -2.861
H 2.819 -7.914 -2.482
H 4.711 -9.299 -0.416
H 0.741 -4.117 2.133
Rb 6.108 -8.400 -2.329
Cl -1.600 -1.456 -5.431
Al 5.095 -5.062 1.540
C -2.925 0.288 2.297
C -2.701 0.929 0.916
C -3.102 2.405 0.978
C -2.164 3.316 1.782
C -0.704 2.828 1.804
C -0.324 1.913 0.634
N -1.255 0.758 0.611
O -1.009 -0.056 -0.265
C 1.084 1.391 0.914
C -0.303 2.705 -0.671
C -3.622 0.243 -0.077
H -2.668 -0.773 2.274
H -3.969 0.376 2.595
H -2.316 0.760 3.071
H -3.172 2.793 -0.041
H -4.112 2.481 1.382
H -2.207 4.321 1.362
H -2.521 3.409 2.807
H -0.033 3.685 1.835
H -0.529 2.294 2.743
H 1.105 0.765 1.807
H 1.770 2.220 1.076
H 1.464 0.803 0.078
H 0.412 3.523 -0.573
H -1.270 3.137 -0.923
H 0.009 2.081 -1.510
H -4.654 0.381 0.246
H -3.435 -0.828 -0.135
H -3.518 0.659 -1.080
C 0.846 8.809 1.766
C 1.799 7.619 1.875
C 2.110 6.973 0.514
O 1.079 6.145 0.008
C 0.029 6.817 -0.657
N 1.264 6.635 2.825
H -0.184 8.503 1.601
H 0.856 9.384 2.690
H 1.153 9.472 0.948
H 2.743 7.999 2.279
H 2.970 6.312 0.642
H 2.399 7.731 -0.232
H 0.393 7.694 -1.204
H -0.754 7.116 0.045
H -0.410 6.119 -1.371
H 1.967 5.898 2.939
H 0.498 6.164 2.362
Br -0.918 7.089 4.216
C -4.663 8.188 3.027
Br -3.934 6.606 2.223
Br -5.401 7.831 4.769
Br -3.382 9.620 3.072
H -5.477 8.514 2.401
C -3.561 -7.468 -3.930
Cl -4.031 -7.681 -5.621
Cl -4.263 -8.728 -2.895
H -2.483 -7.520 -3.858
H -3.908 -6.504 -3.589
F -1.643 0.010 -3.240
O 5.384 -3.440 5.354
S 6.450 -2.509 4.883
O 7.542 -2.445 5.875
O 5.889 -1.165 4.647
O 6.982 -3.051 3.591
*
```

The calculation puts the calculated total energy at -16060.8908 Ha. For the LUMO energy, the calculation gives -0.024 Ha. The max |F| comes out at 0.1504 hartree/bohr.

***

Record 3
This record from the OMol25 dataset describes a cluster of 2 separate species, C2H2N2O2 in total. The level of theory is ωB97M-V with the def2-TZVPD basis set.

The geometry in ORCA input format:
```
! wB97M-V def2-TZVPD RIJCOSX def2/J DEFGRID3
* xyz 0 1
N -0.252 1.161 0.557
C -1.128 0.303 0.487
N -1.939 -0.607 0.577
H -0.480 2.112 0.296
H -2.060 -1.231 -0.211
O 2.786 0.252 0.175
C 1.982 -0.575 0.013
O 1.207 -1.430 -0.165
*
```

As for the energy above the lowest of the compared OMol25 structures with the same formula, charge and spin: 0.0 kcal/mol. The calculation puts the calculated total energy at -337.4244 Ha. The SMILES is N=C=N.O=C=O. For the LUMO energy, the calculation gives 0.022 Ha. The max |F| comes out at 0.0162 hartree/bohr.

***

Record 4
This record from the OMol25 dataset describes a structure of composition C4H7O2Pt. The level of theory is ωB97M-V with the def2-TZVPD basis set.

The geometry in ORCA input format:
```
! wB97M-V def2-TZVPD RIJCOSX def2/J DEFGRID3
* xyz 1 3
H 0.266 2.490 0.975
O -2.152 1.228 0.307
C -1.010 0.755 -0.239
C -0.720 -0.565 -0.196
C 0.494 -1.125 -0.904
C 1.357 -1.275 0.297
O 1.749 -0.339 1.009
Pt 1.182 1.290 1.489
H -2.223 2.180 0.185
H -0.405 1.444 -0.836
H -1.399 -1.248 0.317
H 0.922 -0.431 -1.637
H 0.284 -2.105 -1.350
H 1.655 -2.298 0.583
*
```

As for the energy above the lowest of the compared OMol25 structures with the same formula, charge and spin: 0.0 kcal/mol. The calculation puts the calculated total energy at -425.9481 Ha. For the LUMO energy (spin up / spin down), the calculation gives -0.189 / -0.257 Ha. The max |F| comes out at 0.1317 hartree/bohr.